1.
Formula: C34H60N2O2SiV
Source: OMol25
Level of theory: the ωB97M-V functional and the def2-TZVPD basis

The geometry in ORCA input format:
```
! RIJCOSX wB97M-V def2-TZVPD def2/J DEFGRID3
* xyz 1 3
O 2.18511 2.04446 1.80907
O 0.79521 3.23396 0.00733
C 2.20001 1.72227 3.19638
C 3.21209 0.71045 3.68667
H 1.18188 1.37527 3.42413
H 2.33275 2.67648 3.72756
H 3.03298 -0.28557 3.26933
H 3.09048 0.63489 4.77036
H 4.24104 1.02457 3.49297
C 3.12108 1.42293 0.90889
C 4.05886 2.44015 0.31558
H 2.51557 0.94978 0.11685
H 3.68663 0.62225 1.41278
H 3.50672 3.18308 -0.26909
H 4.77198 1.93294 -0.34481
H 4.62867 2.94992 1.10030
C 0.74220 3.62081 -1.38046
C 0.73126 4.38297 0.88062
C 1.26077 2.48193 -2.21031
H 1.35463 4.52593 -1.52918
H -0.29721 3.87890 -1.64882
H 2.35729 2.44581 -2.17396
H 0.96207 2.61872 -3.25457
H 0.88646 1.51427 -1.86052
C 2.04504 5.09644 1.00980
H 0.40325 3.99589 1.85084
H -0.05095 5.06972 0.51459
H 2.80024 4.42386 1.42054
H 1.91881 5.94189 1.69061
H 2.38179 5.48204 0.04329
H 0.61063 1.56941 0.68025
N 0.21063 -2.74748 0.03222
C -0.16901 -3.91288 -0.55187
C -1.31476 -3.98648 -1.35135
C -1.98605 -2.93372 -1.98521
C 0.69801 -5.13053 -0.37699
H 0.89823 -5.36678 0.67928
H 1.66401 -5.01293 -0.89368
H 0.18408 -5.99084 -0.82337
C -2.77745 -3.18501 -3.23948
H -2.52277 -2.48099 -4.04563
H -3.86210 -3.12838 -3.06530
H -2.54530 -4.19677 -3.59362
N -1.92917 -1.67532 -1.50061
C 1.52067 -2.66727 0.63706
C 1.68358 -2.95487 2.00577
C 0.54066 -3.40495 2.86046
C 2.95730 -2.86201 2.56765
H 3.06884 -3.07265 3.63395
C 4.06220 -2.53704 1.78154
H 5.05567 -2.47890 2.23199
C 3.89967 -2.31777 0.41403
H 4.75910 -2.09340 -0.22190
C 2.63859 -2.39322 -0.17656
C 2.49550 -2.20345 -1.65857
C -2.51958 -0.58214 -2.23906
C -3.87446 -0.24007 -2.04360
C -4.81133 -1.13386 -1.28885
C -4.34896 0.93467 -2.62782
H -5.38924 1.22467 -2.45432
C -3.52044 1.72191 -3.42206
H -3.90421 2.64751 -3.85861
C -2.21439 1.31545 -3.70029
H -1.57596 1.89793 -4.36720
C -1.71192 0.13498 -3.14755
C -0.34763 -0.36943 -3.50767
V -1.11839 -1.35239 0.20758
H -0.13380 -2.58328 3.13866
H 0.94025 -3.82412 3.79398
H -0.06111 -4.19249 2.38500
H 2.14368 -1.19198 -1.91483
H 1.80610 -2.92685 -2.11480
H 3.47331 -2.33012 -2.14218
H -5.76198 -0.60903 -1.12930
H -4.42546 -1.44971 -0.31247
H -5.04520 -2.04479 -1.85841
H -0.36693 -1.40746 -3.87042
H 0.34375 -0.34581 -2.65206
H 0.08877 0.24577 -4.30417
H -1.57880 -4.98171 -1.70245
C -0.20823 0.64788 0.62771
Si -1.79913 1.54354 1.20501
H -0.14859 0.30361 -0.43152
H 0.23510 -0.08861 1.33005
C -1.46179 2.35066 2.87524
C -3.41377 0.62417 1.51028
C -2.31107 2.78800 -0.11342
H -3.40434 2.79061 -0.22148
H -1.89730 2.52511 -1.09354
H -2.00151 3.81246 0.12632
H -1.68349 1.62460 3.67230
H -2.13502 3.21093 3.00321
H -0.42960 2.69467 3.01454
H -3.31161 -0.21823 2.20605
H -3.86368 0.27775 0.56626
H -4.12465 1.33939 1.96140
C -2.36245 -2.31743 1.52824
H -2.06671 -1.90002 2.50809
H -2.16973 -3.40041 1.50182
H -3.42593 -2.11912 1.33955
*
```

- LUMO energy (spin up / spin down) (eV) = -2.615 / -2.643
- HOMO-LUMO gap (spin up / spin down) (eV) = 8.38 / 8.83

---

2.
Formula: C34H60N6O5S5
Source: OMol25
Level of theory: the ωB97M-V functional and the def2-TZVPD basis

The geometry in ORCA input format:
```
! RIJCOSX wB97M-V def2-TZVPD def2/J DEFGRID3
* xyz 0 1
C 1.36359 2.29211 -6.82128
S -0.45731 2.60187 -6.76471
O -1.06465 2.55404 -8.17197
C -1.10257 0.98937 -5.96921
H 1.78739 2.62972 -7.76707
H 1.57721 1.23859 -6.64084
H 1.87253 2.75758 -5.97722
H -0.68059 0.86108 -4.97244
H -0.60360 0.28593 -6.63578
H -2.19003 0.94156 -6.02612
C 0.18784 0.81689 -0.01305
S -0.91250 0.54272 1.41199
O -2.34213 0.80359 1.07088
C -0.89080 -1.29054 1.29705
H -0.35346 0.60674 -0.93552
H 1.15150 0.30939 0.03045
H 0.57456 1.83455 0.04109
H -1.38427 -1.57105 0.36650
H -1.34998 -1.80337 2.14219
H 0.08918 -1.74878 1.16388
C 5.70297 -5.67385 5.78442
S 4.87296 -5.79975 4.10479
O 4.75325 -7.32813 3.83988
C 3.19236 -5.15406 4.40586
H 6.69227 -5.22781 5.68218
H 5.96319 -6.68029 6.11222
H 5.11905 -5.11474 6.51554
H 2.56076 -5.44568 3.56673
H 3.25387 -4.07220 4.52374
H 2.79504 -5.61393 5.31071
C -2.72309 -9.09866 2.11872
S -1.27116 -8.43455 3.08019
O -0.32218 -7.84057 1.98946
C -2.19231 -7.03425 3.93524
H -3.22642 -8.27540 1.61179
H -3.43498 -9.52254 2.82697
H -2.37261 -9.70516 1.28359
H -1.54474 -6.81403 4.78392
H -3.19613 -7.41270 4.12820
H -2.23943 -6.18064 3.25906
C 0.61954 -5.24362 -2.02532
S 0.60822 -4.17943 -3.52352
O 1.12358 -2.78653 -3.05741
C 2.09601 -4.98599 -4.21622
H 0.56541 -6.28905 -2.32899
H -0.28570 -5.11594 -1.43175
H 1.52966 -5.23947 -1.42553
H 1.86952 -6.03986 -4.37794
H 2.92778 -4.95364 -3.51252
H 2.46448 -4.76133 -5.21716
N -4.25493 4.59282 3.00252
C -4.76113 5.53780 2.17349
C -4.53980 6.72475 2.81336
C -4.16352 6.52747 4.08992
C -3.97535 5.11311 4.21155
H -4.05845 3.65279 2.68974
H -5.12778 5.28835 1.18874
H -4.73944 7.70965 2.41773
H -4.00232 7.30359 4.82343
H -3.63246 4.47490 5.01249
N 2.93905 5.47456 5.94506
C 1.68520 5.84379 5.49881
C 1.52519 5.36403 4.21451
C 2.69172 4.67874 3.85424
C 3.53861 4.75066 4.96417
H 3.32362 5.67437 6.85735
H 0.97420 6.30884 6.16561
H 0.69057 5.41855 3.53126
H 2.99191 4.11845 2.98112
H 4.53281 4.35046 5.09764
N 4.79525 7.20423 -1.26445
C 3.66240 6.53522 -1.11381
C 3.60935 5.54018 -2.04485
C 4.77427 5.64872 -2.81473
C 5.53393 6.66154 -2.28495
H 5.10952 7.89874 -0.60188
H 3.05623 6.79852 -0.25962
H 2.79364 4.83604 -2.11700
H 5.07561 5.03477 -3.65058
H 6.44634 7.15242 -2.58979
N -6.03892 -3.20300 -1.06888
C -5.27944 -2.28418 -1.76394
C -5.29388 -2.70754 -3.11826
C -6.06396 -3.87485 -3.22673
C -6.48301 -4.21001 -1.88966
H -6.08727 -3.16221 -0.06086
H -4.86712 -1.40063 -1.29948
H -4.78642 -2.20372 -3.92761
H -6.13522 -4.49264 -4.10971
H -6.95079 -5.08577 -1.46467
N -5.79485 4.00817 -4.23613
C -4.50227 4.33083 -3.94571
C -4.22201 3.75204 -2.72071
C -5.28729 3.01102 -2.26217
C -6.27027 3.12860 -3.23122
H -6.36267 4.31596 -5.01263
H -3.99295 5.07309 -4.54241
H -3.32956 3.98588 -2.15924
H -5.31896 2.52354 -1.29898
H -7.27184 2.73513 -3.32315
N 5.75906 0.09203 -0.41284
C 5.72876 0.31344 0.91548
C 4.94623 -0.66489 1.45830
C 4.60876 -1.57260 0.45844
C 5.07758 -1.05279 -0.71641
H 6.39239 0.54845 -1.05369
H 6.27468 1.14820 1.32966
H 4.66675 -0.80368 2.49223
H 4.17160 -2.55900 0.50640
H 5.04555 -1.53513 -1.68218
*
```

- LUMO energy (eV) = 0.160
- HOMO-LUMO gap (eV) = 7.85
- ΔE to the lowest compared entry with this formula, charge and spin (kJ/mol) = 504.9

---

3.
Formula: C34H61BrIrN2SSi
Source: OMol25
Level of theory: the ωB97M-V functional and the def2-TZVPD basis

The geometry in ORCA input format:
```
! RIJCOSX wB97M-V def2-TZVPD def2/J DEFGRID3
* xyz 2 2
Ir 0.12345 -0.38928 0.05599
C -1.28272 -0.91606 1.57002
C -0.02235 -1.57335 1.86006
C 0.19849 -2.53222 0.74226
C -0.87720 -2.33967 -0.17329
C -1.83459 -1.41252 0.33872
C -3.15869 -1.05015 -0.29594
C -4.16729 -0.70825 0.80503
C -3.65864 -2.25462 -1.10438
C -2.97515 0.14620 -1.23587
C 1.20622 -3.64795 0.49789
C 1.22321 -4.04779 -0.98739
C 2.64137 -3.34745 0.92468
C 0.64868 -4.87278 1.26397
C 0.71298 -1.33648 3.18833
C 2.10473 -0.70417 3.02364
C 0.84758 -2.66102 3.95521
C -0.11993 -0.38860 4.06690
H -1.79523 -0.24007 2.23219
H -0.97305 -2.84806 -1.11682
H -4.26715 -1.52116 1.52663
H -5.14464 -0.54279 0.35283
H -3.89741 0.20618 1.33678
H -3.73143 -3.15461 -0.49041
H -3.01591 -2.46334 -1.96136
H -4.65313 -2.03677 -1.49213
H -2.64981 1.03507 -0.70185
H -3.93007 0.36098 -1.71930
H -2.25247 -0.07674 -2.02683
H 1.48865 -3.22239 -1.64962
H 0.27246 -4.47164 -1.31014
H 1.97203 -4.82850 -1.11587
H 3.03827 -2.46815 0.40953
H 3.26441 -4.20054 0.65597
H 2.74488 -3.20611 1.99447
H -0.34243 -5.13755 0.89194
H 0.58419 -4.72885 2.33884
H 1.31051 -5.71902 1.07504
H 2.78914 -1.31464 2.44546
H 2.53618 -0.57633 4.01725
H 2.06130 0.28456 2.56989
H 1.51465 -3.36769 3.47079
H -0.12194 -3.13699 4.11514
H 1.27028 -2.43969 4.93503
H -0.16739 0.62372 3.65728
H 0.35614 -0.31655 5.04365
H -1.13334 -0.75770 4.22872
C 1.05827 6.46077 -0.39367
C 0.21612 5.23476 -0.50090
C -0.98201 5.19244 -1.21461
C -1.66701 3.99294 -1.27571
N -1.20951 2.88192 -0.68803
C -0.07926 3.04808 -0.03586
S 0.57077 1.66471 0.89847
N 0.65439 4.12906 0.11711
H 0.48952 7.35842 -0.62525
H 1.88987 6.39328 -1.09995
H 1.48019 6.53797 0.60640
H -1.37075 6.07706 -1.69907
H -2.60287 3.90362 -1.81419
C 4.83303 0.59230 -0.63197
C 4.48421 1.63317 -1.71003
C 5.79674 2.12469 -2.36282
C 3.84144 2.81899 -0.98563
Si 3.38244 0.96546 -3.11031
Br 1.75563 -0.53510 -1.84930
C 2.23158 2.20220 -3.98499
C 3.12141 3.34754 -4.51905
C 1.49169 1.57008 -5.17130
C 1.16576 2.80563 -3.05925
C 4.12206 -0.41256 -4.18847
C 4.90719 0.31941 -5.30425
C 3.09996 -1.34672 -4.85547
C 5.10454 -1.29842 -3.40909
H 5.52349 1.05870 0.07616
H 5.32040 -0.29581 -1.02463
H 3.95185 0.28038 -0.06565
H 6.41968 2.58255 -1.58959
H 5.62959 2.88279 -3.13024
H 6.37630 1.31352 -2.80159
H 4.52290 3.15757 -0.20009
H 2.90330 2.54496 -0.50342
H 3.65527 3.67029 -1.63930
H 3.88615 2.99788 -5.21357
H 3.61272 3.90658 -3.72221
H 2.48929 4.05128 -5.06775
H 2.16536 1.21252 -5.94750
H 0.85494 2.33343 -5.62642
H 0.84639 0.74430 -4.86279
H 1.59467 3.36147 -2.23054
H 0.49233 2.04209 -2.65814
H 0.55251 3.49767 -3.64466
H 4.25710 0.88640 -5.97035
H 5.41448 -0.43190 -5.91509
H 5.67685 0.98927 -4.91765
H 2.39864 -0.82893 -5.50416
H 2.53171 -1.93086 -4.12981
H 3.65287 -2.05730 -5.47506
H 5.94783 -0.74323 -3.00247
H 5.51185 -2.04548 -4.09485
H 4.61594 -1.83700 -2.59345
*
```

- LUMO energy (spin up / spin down) (eV) = -7.403 / -8.623
- HOMO-LUMO gap (spin up / spin down) (eV) = 7.43 / 6.22

---

4.
Formula: C34H61IN4O12
Source: OMol25
Level of theory: the ωB97M-V functional and the def2-TZVPD basis

The geometry in ORCA input format:
```
! RIJCOSX wB97M-V def2-TZVPD def2/J DEFGRID3
* xyz 0 1
C 0.10130 4.28050 -1.88590
C -0.28406 3.14980 -2.01618
C -0.38233 1.70630 -1.85215
C -0.90785 1.12324 -0.76908
C -1.48256 2.01660 0.34823
C -2.99250 2.28912 -0.00016
O -3.80347 1.32315 0.65616
C -3.43963 3.73422 0.26807
N -4.84472 3.84395 -0.18009
C -0.99353 -0.37559 -0.58978
O -1.56725 -0.84482 0.35800
C -0.30190 -1.25478 -1.61166
C -0.27286 -2.74666 -1.35349
C 0.45695 -3.15433 -0.03461
O 1.07783 -2.04723 0.63885
C 0.69827 -2.09543 1.96172
O 1.48325 -2.05755 2.85378
C 0.21514 -0.68482 -2.69833
C 0.94083 -1.49074 -3.78573
C -0.14372 -2.21270 -4.62371
O -1.08561 -1.59692 -4.97294
I 0.00985 -4.31137 -5.12057
C 0.13470 0.81047 -2.96625
O 0.43557 1.28284 -4.02953
H 0.45530 5.28222 -1.73872
H -1.43349 1.39788 1.25908
H -0.88748 2.92730 0.48486
H -3.09614 2.11513 -1.09021
H -3.99307 0.63378 0.01533
H -2.82721 4.47564 -0.27732
H -3.33415 3.96435 1.33889
H -5.42000 4.28902 0.52003
H -4.90440 4.31277 -1.07300
H 0.14358 -3.33903 -2.17746
H -1.32608 -3.06739 -1.25992
H 1.20703 -3.91887 -0.28586
H -0.29248 -3.61053 0.63495
H -0.38676 -2.14668 2.19653
H 1.65846 -2.17530 -3.31352
H 1.50568 -0.78416 -4.41012
C 7.61394 1.55782 -1.55623
O 7.94718 0.72958 -0.45828
C 7.57806 1.26893 0.80733
C 6.41961 0.49784 1.41702
N 5.17896 0.73096 0.68603
C 4.09222 -0.18640 1.03582
C 4.29977 -1.68004 0.78975
O 4.36392 -2.04323 -0.58467
C 5.63226 -1.87458 -1.19199
H 8.11343 1.15842 -2.43886
H 6.53626 1.55578 -1.74700
H 7.95666 2.58436 -1.39828
H 7.35666 2.33890 0.74454
H 8.44709 1.15071 1.46072
H 6.28708 0.81014 2.45728
H 6.69642 -0.56364 1.41182
H 5.36100 0.64334 -0.30468
H 3.22246 0.12598 0.45078
H 3.83383 -0.03531 2.08868
H 3.42227 -2.18895 1.18507
H 5.15559 -2.08743 1.34040
H 6.45356 -2.05424 -0.49449
H 5.71924 -0.87719 -1.63085
H 5.71130 -2.59366 -2.00926
C -0.48921 9.86009 2.97923
O 0.36919 8.97214 3.67097
C 0.11848 8.89705 5.07097
C -0.49473 7.55918 5.44802
N -1.86200 7.43959 4.95191
C -2.41423 6.08755 5.02797
C -1.71754 4.97764 4.23857
O -1.82748 5.10281 2.82916
C -0.88631 5.97613 2.22979
H -0.08806 9.99717 1.97513
H -1.49981 9.45013 2.88712
H -0.53252 10.83550 3.47162
H -0.49792 9.73144 5.41929
H 1.09040 8.97734 5.56561
H -0.49828 7.45885 6.53749
H 0.15328 6.77627 5.03513
H -1.88743 7.73816 3.98627
H -3.44434 6.15228 4.66763
H -2.46770 5.79190 6.08079
H -2.22641 4.04239 4.48815
H -0.67217 4.83774 4.53525
H 0.07410 5.97217 2.75000
H -1.28486 6.99203 2.17572
H -0.72460 5.63951 1.20348
C -3.37444 -10.48010 -2.99410
O -3.07726 -9.38238 -3.83722
C -4.21898 -8.62570 -4.22742
C -4.23166 -7.26424 -3.55356
N -4.49658 -7.37843 -2.12240
C -4.24639 -6.15291 -1.36612
C -2.82441 -5.58915 -1.35994
O -1.88171 -6.39008 -0.66331
C -1.34655 -7.46912 -1.41300
H -2.48006 -11.09906 -2.92498
H -3.63671 -10.15008 -1.98411
H -4.18606 -11.08766 -3.40388
H -5.15025 -9.17061 -4.04492
H -4.13503 -8.47031 -5.30658
H -5.00548 -6.64209 -4.01297
H -3.25806 -6.79650 -3.74683
H -3.91600 -8.11179 -1.73872
H -4.52211 -6.36517 -0.32984
H -4.93303 -5.37753 -1.72158
H -2.86108 -4.64063 -0.81552
H -2.46176 -5.34280 -2.36511
H -1.25240 -7.23267 -2.47560
H -1.95969 -8.36222 -1.27392
H -0.35344 -7.69532 -1.02247
*
```

- LUMO energy (eV) = -1.455
- HOMO-LUMO gap (eV) = 7.04
- SMILES = C#CC1=C(C[C@@H](O)CN)C(=O)C(CCOC=O)=C(CC(=O)I)C1=O.COCCNCCOC.COCCNCCOC.COCCNCCOC
- ΔE to the lowest compared entry with this formula, charge and spin (kJ/mol) = 0.0